{
  "formula": "C20H53N7O8PS2",
  "method": "wB97M-V/def2-TZVPD",
  "elements": ["N", "C", "P", "S", "S", "C", "O", "O", "H", "H", "H", "H", "H", "H", "H", "H", "H", "H", "H", "C", "O", "N", "C", "C", "H", "H", "H", "H", "H", "H", "H", "C", "O", "N", "C", "C", "H", "H", "H", "H", "H", "H", "H", "C", "O", "N", "C", "C", "H", "H", "H", "H", "H", "H", "H", "C", "O", "N", "C", "C", "H", "H", "H", "H", "H", "H", "H", "C", "O", "N", "C", "C", "H", "H", "H", "H", "H", "H", "H", "C", "O", "N", "C", "C", "H", "H", "H", "H", "H", "H", "H"],
  "xyz": [[0.37538, -0.29837, -0.66407], [0.41176, -1.07203, -1.92926], [1.95831, -2.09700, -2.31911], [3.34232, -0.53966, -1.82227], [3.64074, -3.30520, -2.88504], [2.03782, -2.89388, -0.55383], [3.05747, -3.96179, -0.64887], [2.76476, -4.96369, 0.14017], [0.33274, -0.84621, 0.21288], [0.97298, 0.54565, -0.61954], [-0.51000, -1.83088, -1.91682], [0.21869, -0.32628, -2.82841], [1.10374, -3.20809, -2.75724], [1.90749, -1.62580, -3.70414], [2.79645, 0.67366, -2.31378], [4.74154, -2.70467, -2.25368], [2.39313, -2.14263, 0.26982], [0.97260, -3.28540, -0.20590], [1.82970, -5.28687, -0.11652], [5.74866, 0.23912, -4.04524], [4.78787, -0.15488, -4.69330], [7.04316, 0.33303, -4.51042], [8.12887, 0.81070, -3.67909], [7.32825, -0.05841, -5.87526], [5.64212, 0.56125, -2.99663], [8.56844, 1.69722, -4.14532], [8.88593, 0.02511, -3.59935], [7.77449, 1.07026, -2.67782], [6.73070, 0.55716, -6.55426], [7.04671, -1.10707, -6.01087], [8.39041, 0.06978, -6.10016], [-1.48374, 4.27177, 1.35538], [-0.42678, 4.53144, 0.79525], [-1.91960, 3.00878, 1.69573], [-3.18707, 2.78291, 2.35946], [-1.08344, 1.86932, 1.37987], [-2.19388, 5.06505, 1.64017], [-3.00206, 2.28915, 3.31782], [-3.80713, 2.13886, 1.72908], [-3.71305, 3.72493, 2.53680], [-0.11743, 1.98728, 1.87982], [-0.91871, 1.83769, 0.29857], [-1.55684, 0.93998, 1.70762], [5.91523, 1.02577, 0.09273], [5.42863, 2.05542, -0.35604], [5.91788, 0.65467, 1.42059], [6.51598, -0.58411, 1.87418], [5.30251, 1.53144, 2.39522], [6.40796, 0.28920, -0.56254], [5.74714, -1.19145, 2.36052], [7.30854, -0.35278, 2.59180], [6.94167, -1.14603, 1.03840], [4.24887, 1.66936, 2.13473], [5.80291, 2.50407, 2.36492], [5.38120, 1.10793, 3.40003], [-1.02717, -2.79046, 2.02788], [0.02979, -2.53078, 1.46775], [-1.46303, -4.05344, 2.36822], [-2.73050, -4.27931, 3.03195], [-0.62687, -5.19290, 2.05237], [-1.73731, -1.99717, 2.31267], [-2.54548, -4.77307, 3.99032], [-3.35056, -4.92337, 2.40158], [-3.25648, -3.33729, 3.20930], [0.33914, -5.07495, 2.55232], [-0.46214, -5.22454, 0.97107], [-1.10027, -6.12224, 2.38012], [-5.80472, 5.30702, 0.33184], [-5.51111, 4.70220, 1.35475], [-5.52180, 6.63209, 0.07675], [-5.90370, 7.27777, -1.16232], [-4.81944, 7.40515, 1.07994], [-6.34023, 4.81280, -0.49501], [-5.00299, 7.64506, -1.66265], [-6.56499, 8.11880, -0.93423], [-6.42425, 6.58187, -1.82582], [-3.85169, 6.93497, 1.27850], [-5.40632, 7.40649, 2.00347], [-4.66681, 8.43264, 0.73909], [-5.50609, -3.27022, 0.90390], [-4.69871, -2.41164, 1.23452], [-6.87449, -3.17849, 1.04536], [-7.76611, -4.24106, 0.62821], [-7.44053, -1.98059, 1.63011], [-5.18164, -4.22031, 0.44918], [-8.45325, -3.85051, -0.12796], [-8.33475, -4.58741, 1.49616], [-7.20825, -5.08146, 0.20628], [-7.15335, -1.11770, 1.02185], [-7.03542, -1.85113, 2.63831], [-8.53045, -2.05159, 1.67747]],
  "forces_ev_per_a": [[-0.688, 0.375, 0.098], [-1.786, 0.489, 0.012], [-2.418, -0.452, -1.161], [0.917, 3.158, 0.523], [2.918, -0.214, -2.038], [0.052, 0.709, 1.738], [-1.006, 3.950, -1.491], [-2.893, -4.714, 3.394], [0.446, 0.506, -1.096], [-0.295, -1.388, -0.072], [1.751, 1.514, -0.011], [0.426, -1.427, 1.681], [0.131, -0.404, 0.192], [0.193, 0.079, 0.312], [0.367, -1.525, 0.507], [-1.233, -0.612, -0.608], [-0.749, -1.333, -1.330], [2.437, 0.306, -1.023], [1.900, 0.668, 0.243], [-0.667, -0.308, -0.553], [1.552, 0.596, 0.149], [-0.547, 0.024, 0.385], [-0.247, -0.182, -0.318], [-0.321, -0.074, 0.097], [0.025, -0.020, -0.007], [0.169, 0.025, 0.191], [0.147, 0.141, 0.134], [-0.067, -0.039, -0.195], [0.095, -0.164, -0.112], [0.038, 0.110, -0.187], [-0.138, 0.019, 0.129], [0.159, -1.097, 0.001], [-0.653, -0.275, 0.380], [0.180, 1.611, -0.117], [0.217, 0.052, -0.050], [0.295, 0.177, -0.311], [-0.151, -0.080, 0.077], [-0.161, -0.050, 0.007], [-0.123, 0.066, 0.194], [0.125, -0.191, -0.129], [-0.004, -0.173, -0.131], [0.098, -0.294, 0.240], [0.016, 0.231, -0.108], [-0.434, 0.318, 0.424], [0.525, -0.642, 0.671], [0.232, 0.172, -1.181], [-0.221, 0.228, 0.007], [-0.130, 0.157, -0.312], [-0.033, -0.104, 0.133], [0.182, -0.145, -0.031], [0.043, -0.199, 0.029], [-0.151, 0.144, 0.077], [0.080, 0.105, 0.152], [-0.171, 0.005, 0.128], [0.038, -0.025, -0.222], [0.165, -0.428, -0.071], [-1.136, -0.500, 0.964], [0.142, 1.194, -0.159], [0.301, 0.043, -0.055], [0.278, 0.200, -0.131], [-0.104, -0.136, 0.012], [-0.183, -0.046, 0.016], [-0.151, 0.036, 0.164], [0.150, -0.149, -0.155], [0.009, -0.172, -0.185], [0.104, -0.143, 0.125], [-0.012, 0.221, -0.025], [0.357, 0.618, 0.301], [-0.186, 0.740, -0.652], [-0.430, -1.342, 0.034], [0.137, 0.013, 0.205], [0.048, -0.255, 0.229], [0.024, 0.113, -0.046], [-0.176, 0.046, -0.132], [0.015, 0.008, -0.217], [0.107, 0.050, 0.172], [-0.060, 0.197, 0.107], [0.196, 0.094, 0.002], [-0.067, -0.236, -0.029], [-0.332, 0.597, 0.249], [-0.932, -0.561, -0.115], [1.220, -0.351, -0.227], [0.054, 0.248, 0.100], [0.302, 0.168, 0.033], [-0.117, -0.027, -0.019], [-0.062, -0.221, 0.021], [-0.084, -0.130, -0.166], [-0.016, 0.190, 0.080], [-0.106, 0.033, 0.204], [-0.132, 0.169, -0.089], [0.214, -0.089, -0.055]],
  "total_energy_ha": -2916.54272,
  "homo_lumo_gap_ev": 4.61,
  "charge": -1,
  "lumo_ev": 1.837,
  "homo_ha": -0.102
}